*one*
Computed, not measured: C2H5N3OS in the gas phase, with wB97M-V/def2-TZVPD.

ORCA input file:
```
! wB97M-V def2-TZVPD RIJCOSX def2/J DEFGRID3
* xyz 0 1
H -0.48 -3.03 -0.51
N 0.28 -2.26 -0.61
C 0.30 -1.04 -0.18
N -0.65 -0.36 0.72
O -1.35 0.84 0.52
C -0.42 1.76 0.29
S 0.61 1.24 -1.20
N 1.34 -0.13 -0.50
H -1.39 -0.92 1.30
H 0.51 1.92 1.05
H -1.01 2.75 0.03
H 2.26 -0.77 -0.90
*
```

Its HOMO energy is -8.5 eV. Its SMILES is [H]/N=C1\NOCSN1. As for the HOMO-LUMO gap: 0.339 Ha.

---

*two*
Computed, not measured: C2H5N3OS in the gas phase, with wB97M-V/def2-TZVPD.

ORCA input file:
```
! wB97M-V def2-TZVPD RIJCOSX def2/J DEFGRID3
* xyz 0 1
H 0.64 0.35 -3.05
N 0.49 0.92 -2.16
C 0.10 0.33 -1.13
N -0.27 -1.03 -1.12
N -1.08 -1.73 -0.24
S -0.21 1.17 0.48
C 0.60 -0.06 1.36
O 0.81 -0.11 2.59
H 0.10 -1.49 -2.03
H -2.03 -1.65 -0.57
H -0.94 -2.70 -0.25
H 0.88 -1.03 0.76
*
```

Its HOMO energy is -9.4 eV. Its SMILES is [H]/N=C(\NN)SC=O. As for the HOMO-LUMO gap: 0.360 Ha.

---

*three*
Computed, not measured: C2H5N3OS in the gas phase, with wB97M-V/def2-TZVPD.

ORCA input file:
```
! wB97M-V def2-TZVPD RIJCOSX def2/J DEFGRID3
* xyz 0 1
H 0.10 0.72 -2.25
N 1.00 0.30 -2.32
C 1.09 -0.70 -1.56
N 0.13 -1.30 -0.68
S -1.30 -0.57 -0.23
C -0.73 0.64 0.90
N 0.40 0.48 1.52
O 0.63 1.59 2.26
H 2.05 -1.28 -1.56
H 0.54 -1.94 0.03
H -1.38 1.51 1.06
H 1.54 1.47 2.55
*
```

Its HOMO energy is -9.1 eV. Its SMILES is [H]/N=C\NS/C=N/O. As for the HOMO-LUMO gap: 0.358 Ha.

---

Top of the stability list: *two*, leading by 0.071 eV.

---

*one*
Computed, not measured: 2 unconnected molecules or ions with the total composition CH4NO3, with wB97M-V/def2-TZVPD.

ORCA input file:
```
! wB97M-V def2-TZVPD RIJCOSX def2/J DEFGRID3
* xyz -1 1
N 0.96 0.45 -1.14
C -0.29 -0.24 -1.05
O -0.29 -1.22 -0.25
O -1.22 0.21 -1.73
H 0.96 1.40 -1.48
H 1.57 0.24 -0.35
H -0.81 0.42 2.27
H -0.35 -0.77 1.40
O -0.53 -0.50 2.34
*
```

Its HOMO energy is -4.4 eV. As for the HOMO-LUMO gap: 0.319 Ha.

---

*two*
Computed, not measured: 2 unconnected molecules or ions with the total composition CH4NO3, with wB97M-V/def2-TZVPD.

ORCA input file:
```
! wB97M-V def2-TZVPD RIJCOSX def2/J DEFGRID3
* xyz -1 1
N -0.34 -1.41 -0.61
C 0.36 -0.10 -0.77
O 0.81 0.39 0.27
O 0.26 0.42 -1.91
H -1.13 -1.32 -1.23
H 0.22 -2.21 -0.87
H -1.04 0.18 1.69
H -0.53 1.52 2.11
O -0.83 0.69 2.49
*
```

Its HOMO energy is -3.8 eV. As for the HOMO-LUMO gap: 0.304 Ha.

---

Top of the stability list: *one*, leading by 0.723 eV.

---

*one*
Computed, not measured: 2 unconnected molecules or ions with the total composition CH6N2, with wB97M-V/def2-TZVPD.

ORCA input file:
```
! wB97M-V def2-TZVPD RIJCOSX def2/J DEFGRID3
* xyz 0 1
C 2.55 -1.45 1.31
N 3.45 -2.14 0.74
H 2.91 -0.93 2.23
H 1.47 -1.45 1.16
H 2.93 -2.82 0.16
N -3.46 2.49 -1.38
H -2.65 2.52 -1.98
H -4.07 1.75 -1.72
H -3.14 2.02 -0.53
*
```

Its HOMO energy is -10.4 eV. Its SMILES is C=N.N. As for the HOMO-LUMO gap: 0.419 Ha.

---

*two*
Computed, not measured: 2 unconnected molecules or ions with the total composition CH6N2, with wB97M-V/def2-TZVPD.

ORCA input file:
```
! wB97M-V def2-TZVPD RIJCOSX def2/J DEFGRID3
* xyz 0 1
C -1.87 0.18 0.65
N -0.86 0.39 -0.07
H -2.43 -0.75 0.48
H -2.29 0.83 1.42
H -0.40 1.28 0.11
N 2.26 -0.59 -0.54
H 2.86 0.06 -1.02
H 1.85 -0.21 0.30
H 1.49 -0.89 -1.13
*
```

Its HOMO energy is -9.5 eV. Its SMILES is C=N.N. As for the HOMO-LUMO gap: 0.390 Ha.

---

*three*
Computed, not measured: CH6N2 in the gas phase, with wB97M-V/def2-TZVPD.

ORCA input file:
```
! wB97M-V def2-TZVPD RIJCOSX def2/J DEFGRID3
* xyz 0 1
N 0.11 1.17 0.48
C -0.53 -0.12 0.27
N 0.20 -1.15 -0.45
H 1.10 1.06 0.68
H 0.03 1.77 -0.33
H -0.81 -0.53 1.24
H -1.45 0.06 -0.29
H 0.17 -1.01 -1.45
H 1.17 -1.24 -0.15
*
```

Its HOMO energy is -9.0 eV. Its SMILES is NCN. As for the HOMO-LUMO gap: 0.376 Ha.

---

Top of the stability list: *three*, leading by 0.662 eV.

---

*one*
Computed, not measured: CH6N2 in the gas phase, with wB97M-V/def2-TZVPD.

ORCA input file:
```
! wB97M-V def2-TZVPD RIJCOSX def2/J DEFGRID3
* xyz 0 1
C -1.15 -0.20 -0.01
N 0.10 0.57 -0.09
N 1.26 -0.24 0.07
H -2.04 0.10 -0.81
H -1.11 -1.06 -0.38
H -1.78 -0.42 1.06
H -0.11 1.47 0.58
H 1.56 -0.32 -0.81
H 0.85 -0.90 0.60
*
```

Its HOMO energy is -8.8 eV. Its SMILES is CNN. As for the HOMO-LUMO gap: 0.364 Ha.

---

*two*
Computed, not measured: 2 unconnected molecules or ions with the total composition CH6N2, with wB97M-V/def2-TZVPD.

ORCA input file:
```
! wB97M-V def2-TZVPD RIJCOSX def2/J DEFGRID3
* xyz 0 1
C 0.11 3.62 1.93
N 1.04 3.97 1.03
H 0.36 3.99 2.90
H -0.86 3.22 1.50
H 1.79 3.35 1.17
N -0.64 -4.82 -2.13
H -0.84 -4.45 -1.18
H 0.30 -4.54 -2.35
H -1.24 -4.35 -2.86
*
```

Its HOMO energy is -8.6 eV. Its SMILES is C=N.N. As for the HOMO-LUMO gap: 0.313 Ha.

---

Top of the stability list: *two*, leading by 0.563 eV.

---

*one*
Computed, not measured: 5 unconnected molecules or ions with the total composition H11O5, with wB97M-V/def2-TZVPD.

ORCA input file:
```
! wB97M-V def2-TZVPD RIJCOSX def2/J DEFGRID3
* xyz 1 1
O 0.87 -0.53 0.30
H 0.24 -1.28 0.03
H 0.96 -0.19 -0.59
H 0.28 0.05 0.76
O -0.02 0.87 2.79
H 0.01 0.06 3.47
H 0.81 1.36 3.22
O -0.55 1.85 -0.26
H -0.05 2.66 0.25
H -1.53 2.02 -0.17
O 1.12 0.13 -2.40
H 1.47 0.03 -3.31
H 0.26 -0.23 -2.58
O -1.05 -2.06 -0.60
H -1.66 -1.83 0.08
H -1.17 -2.90 -0.98
*
```

Its HOMO energy is -15.4 eV. As for the HOMO-LUMO gap: 0.442 Ha.

---

*two*
Computed, not measured: 5 unconnected molecules or ions with the total composition H11O5, with wB97M-V/def2-TZVPD.

ORCA input file:
```
! wB97M-V def2-TZVPD RIJCOSX def2/J DEFGRID3
* xyz 1 1
O -3.04 0.03 1.76
H -2.57 -0.34 2.55
H -4.01 0.03 2.03
O -1.17 1.69 -1.59
H -2.18 1.60 -1.82
H -0.67 1.86 -2.43
O 1.50 -1.33 0.56
H 2.35 -1.40 1.01
H 1.77 -0.96 -0.28
O 3.40 -0.64 -1.18
H 4.35 -0.36 -1.08
H 3.49 -1.49 -1.82
O -0.71 0.39 0.73
H -1.72 0.30 1.03
H -0.84 0.86 -0.14
H 0.06 -0.25 0.68
*
```

Its HOMO energy is -15.2 eV. As for the HOMO-LUMO gap: 0.443 Ha.

---

Top of the stability list: *two*, leading by 0.571 eV.

---

*one*
Computed, not measured: a gas-phase ion, C3H6NO2S (charge -1), with wB97M-V/def2-TZVPD.

ORCA input file:
```
! wB97M-V def2-TZVPD RIJCOSX def2/J DEFGRID3
* xyz -1 1
C 0.07 -0.79 0.46
C -0.95 -0.44 -0.59
C 1.00 1.32 -0.08
N 1.35 -0.13 -0.02
O 2.30 -0.40 0.92
O -1.61 2.23 -0.18
S -0.63 1.38 -0.99
H -0.14 -0.37 1.39
H 0.37 -1.93 0.49
H -0.61 -0.84 -1.55
H -1.95 -0.66 -0.24
H 0.85 1.95 0.91
H 1.80 1.88 -0.72
*
```

Its HOMO energy is -2.0 eV. As for the HOMO-LUMO gap: 0.202 Ha.

---

*two*
Computed, not measured: 2 unconnected molecules or ions with the total composition C3H6NO2S, with wB97M-V/def2-TZVPD.

ORCA input file:
```
! wB97M-V def2-TZVPD RIJCOSX def2/J DEFGRID3
* xyz -1 1
C -1.78 -0.36 0.04
C -0.17 1.34 -0.59
C 2.05 -0.82 0.33
N -0.57 0.14 0.13
O -1.92 -1.44 1.00
O -2.87 -0.08 -0.45
S 3.05 0.19 -0.51
H -0.82 1.54 -1.45
H -0.29 2.20 0.04
H 0.90 1.25 -0.91
H 1.95 -0.77 1.39
H 1.55 -1.48 -0.21
H -1.07 -1.69 1.17
*
```

Its HOMO energy is -3.9 eV. As for the HOMO-LUMO gap: 0.255 Ha.

---

Top of the stability list: *two*, leading by 2.695 eV.

---

*one*
Computed, not measured: 2 unconnected molecules or ions with the total composition C4H4NO3, with wB97M-V/def2-TZVPD.

ORCA input file:
```
! wB97M-V def2-TZVPD RIJCOSX def2/J DEFGRID3
* xyz -1 1
C 2.13 0.85 0.05
C 5.22 -0.28 -0.06
C -0.61 -0.30 -0.45
C 0.88 1.45 0.14
N 3.23 0.50 0.14
O 5.01 -1.43 -0.02
O 5.84 0.70 -0.06
O -0.24 1.07 -0.66
H 0.02 -1.12 -1.03
H -1.59 -0.29 -0.76
H -0.67 -0.47 0.60
H 0.48 1.65 1.27
*
```

Its HOMO energy is -2.4 eV. As for the HOMO-LUMO gap: 0.229 Ha.

---

*two*
Computed, not measured: a gas-phase ion, C4H4NO3 (charge -1), with wB97M-V/def2-TZVPD.

ORCA input file:
```
! wB97M-V def2-TZVPD RIJCOSX def2/J DEFGRID3
* xyz -1 1
O 1.92 -1.59 0.48
C 2.19 -0.58 -0.06
O 3.02 0.07 -0.58
N 0.56 0.07 -0.34
C -0.67 -0.76 -0.11
C -1.46 0.50 0.18
C -0.09 1.20 0.06
O 0.38 2.32 0.26
H -0.66 -1.36 0.71
H -1.07 -1.30 -0.92
H -2.01 0.56 1.08
H -2.09 0.87 -0.76
*
```

Its HOMO energy is -4.5 eV. Its SMILES is O=C([O-])N1CCC1=O. As for the HOMO-LUMO gap: 0.317 Ha.

---

Top of the stability list: *two*, leading by 2.111 eV.